{
  "formula": "C34H39Ge2N5ORe",
  "method": "ωB97M-V/def2-TZVPD",
  "energy_ev": -160546.58109,
  "multiplicity": 2,
  "e_above_lowest_ev": 0.424,
  "elements": ["Re", "C", "Ge", "C", "C", "C", "C", "C", "C", "C", "C", "C", "C", "C", "C", "C", "C", "C", "C", "C", "C", "H", "H", "H", "H", "H", "H", "H", "H", "H", "H", "H", "H", "H", "H", "H", "H", "O", "H", "H", "C", "C", "N", "C", "C", "N", "C", "N", "N", "N", "C", "C", "C", "C", "C", "C", "H", "H", "H", "H", "H", "H", "H", "H", "H", "H", "H", "C", "Ge", "C", "C", "C", "H", "H", "H", "H", "H", "H", "H", "H", "H", "H"],
  "coordinates": [[0.164878, -0.726232, -1.009678], [1.984722, -0.218526, -1.011896], [2.803107, 1.021747, 0.230165], [4.668879, 1.405660, -0.252285], [5.184459, 2.693145, -0.363868], [6.516562, 2.903827, -0.694353], [7.356704, 1.823023, -0.915779], [6.859433, 0.531323, -0.802571], [5.527518, 0.329994, -0.475119], [2.793989, 0.407978, 2.090776], [3.881943, 0.648108, 2.925255], [3.849680, 0.271363, 4.261544], [2.719736, -0.341790, 4.782274], [1.627501, -0.585601, 3.960505], [1.670669, -0.218589, 2.624279], [1.827621, 2.744817, 0.228516], [1.045682, 3.149394, 1.310654], [0.299551, 4.321629, 1.259989], [0.325739, 5.113560, 0.122368], [1.101767, 4.730880, -0.965085], [1.840169, 3.557502, -0.910296], [2.693592, -0.595632, -1.757607], [4.544854, 3.549966, -0.181821], [6.899196, 3.913740, -0.775943], [8.395302, 1.985122, -1.174783], [7.509919, -0.318085, -0.969727], [5.152110, -0.685813, -0.390357], [4.770453, 1.129149, 2.530029], [4.707548, 0.457336, 4.895911], [2.693610, -0.638014, 5.823533], [0.746922, -1.075205, 4.359058], [0.834503, -0.453517, 1.968800], [1.019280, 2.539061, 2.207215], [-0.300663, 4.615569, 2.111889], [-0.254458, 6.026448, 0.081358], [1.129723, 5.346939, -1.855358], [2.433127, 3.263092, -1.770664], [-0.692263, 1.442997, -1.086271], [-0.717213, 1.733835, -2.009855], [-0.040542, 2.030304, -0.657767], [-2.852134, -0.227360, 0.974980], [-3.004410, -0.942349, -0.318603], [-2.101904, -1.026279, -1.273757], [-2.646929, -1.788425, -2.283984], [-3.900026, -2.163635, -1.934088], [-4.122677, -1.622060, -0.680589], [-5.337971, -1.736762, 0.088538], [-6.134469, -0.541049, 0.058124], [-6.311989, 0.176115, 1.198195], [-7.052947, 1.181414, 0.957245], [-7.398988, 1.167743, -0.374600], [-8.188262, 2.047378, -1.120375], [-8.347467, 1.764379, -2.456456], [-7.741292, 0.639122, -3.048539], [-6.961437, -0.237459, -2.328681], [-6.807295, 0.050576, -0.971375], [-1.867297, 0.232899, 1.004049], [-2.928414, -0.922122, 1.814035], [-3.618461, 0.538802, 1.100028], [-2.082521, -2.017837, -3.170534], [-4.638964, -2.765419, -2.433306], [-5.108465, -1.917481, 1.137525], [-5.904674, -2.580430, -0.305601], [-8.648025, 2.907323, -0.654167], [-8.949867, 2.415527, -3.075172], [-7.890887, 0.463424, -4.105701], [-6.493572, -1.091478, -2.797631], [3.203232, -3.704779, -1.718754], [1.883153, -3.706772, -0.259207], [2.804979, -3.162011, 1.386001], [1.211848, -5.546440, 0.010615], [0.364699, -2.575363, -0.692937], [4.025955, -4.386716, -1.499008], [3.612137, -2.701920, -1.841491], [2.743161, -4.000338, -2.661337], [3.557310, -3.913223, 1.635464], [2.111980, -3.077170, 2.222271], [3.301921, -2.200301, 1.262026], [2.014941, -6.242853, 0.254116], [0.702254, -5.908003, -0.883623], [0.494822, -5.555386, 0.833669], [-0.566382, -3.153823, -0.790430]],
  "forces_ev_per_a": [[0.631, -0.237, 0.163], [-0.180, 0.062, 0.250], [0.058, 0.032, 0.038], [-0.143, -0.063, 0.031], [-0.043, 0.081, 0.064], [0.056, 0.013, -0.016], [-0.005, -0.010, -0.003], [0.049, 0.009, -0.010], [-0.020, -0.085, -0.024], [-0.031, 0.103, -0.077], [0.052, 0.043, -0.002], [0.017, -0.007, 0.034], [0.001, -0.017, 0.017], [0.004, -0.005, 0.036], [-0.118, -0.029, -0.041], [0.039, -0.111, -0.057], [0.014, -0.030, 0.065], [-0.008, 0.016, 0.015], [-0.002, 0.012, -0.010], [-0.027, 0.041, -0.013], [0.013, -0.038, -0.048], [-0.052, 0.077, -0.090], [0.001, -0.005, -0.008], [0.001, 0.000, -0.002], [0.003, 0.000, 0.004], [0.002, 0.000, -0.002], [0.003, 0.000, -0.007], [-0.002, -0.001, 0.000], [-0.001, -0.004, 0.001], [0.000, 0.007, 0.004], [0.002, -0.005, 0.004], [0.025, 0.004, 0.022], [0.002, 0.007, -0.007], [-0.006, 0.000, -0.001], [-0.001, 0.003, -0.001], [0.002, 0.005, 0.000], [-0.001, 0.002, -0.001], [-0.047, 0.076, -0.108], [-0.026, -0.012, 0.019], [0.005, -0.028, -0.032], [-0.013, -0.020, 0.026], [-0.041, 0.097, 0.025], [0.016, -0.095, -0.030], [-0.114, -0.047, -0.030], [0.040, 0.009, -0.069], [0.115, 0.016, -0.009], [-0.011, -0.013, 0.061], [-0.119, 0.045, -0.039], [0.063, -0.081, -0.028], [-0.038, 0.114, 0.166], [0.071, -0.178, -0.215], [0.010, -0.027, 0.003], [-0.045, 0.067, 0.038], [0.044, -0.065, -0.031], [-0.022, -0.030, -0.055], [-0.014, 0.162, 0.157], [-0.007, -0.003, -0.003], [-0.004, 0.004, -0.001], [0.001, -0.007, -0.001], [-0.001, -0.017, 0.008], [0.002, -0.008, 0.002], [-0.007, -0.016, -0.027], [0.007, 0.023, 0.000], [-0.001, 0.013, -0.002], [0.001, 0.009, 0.006], [-0.003, -0.008, 0.001], [0.002, 0.005, -0.008], [-0.079, 0.027, 0.080], [0.056, -0.075, -0.088], [-0.032, -0.078, -0.116], [0.031, 0.118, -0.004], [-0.103, 0.084, -0.273], [-0.006, -0.019, 0.017], [0.006, 0.013, -0.008], [-0.017, -0.015, 0.000], [0.010, -0.002, -0.009], [-0.012, 0.005, -0.008], [-0.021, 0.000, -0.008], [0.029, 0.012, -0.009], [0.010, 0.006, -0.022], [-0.001, -0.003, 0.006], [-0.066, 0.076, 0.289]]
}



{
  "formula": "C34H39GeN5OsSSeTe",
  "method": "ωB97M-V/def2-TZVPD",
  "energy_ev": -185796.73408,
  "multiplicity": 5,
  "e_above_lowest_ev": 0.053,
  "elements": ["Os", "C", "C", "C", "C", "C", "C", "N", "C", "C", "C", "C", "C", "C", "N", "N", "C", "C", "C", "C", "C", "N", "H", "H", "H", "H", "H", "H", "H", "H", "H", "H", "H", "H", "H", "Te", "C", "C", "C", "C", "S", "H", "H", "H", "C", "Ge", "C", "C", "C", "Se", "C", "H", "H", "H", "H", "H", "H", "H", "H", "H", "H", "H", "H", "H", "H", "C", "C", "C", "C", "C", "C", "C", "C", "N", "H", "H", "H", "H", "H", "H", "H", "H", "H"],
  "coordinates": [[-0.743158, 0.818357, -0.427861], [3.240460, 0.285958, 3.500022], [2.308179, -0.644600, 3.057232], [1.166877, -0.223091, 2.388738], [0.944030, 1.129517, 2.142129], [1.876544, 2.058360, 2.593960], [3.017178, 1.635515, 3.267712], [-0.211942, 1.521037, 1.391157], [-1.134604, 2.437829, 1.919404], [-1.008599, 3.152945, 3.117433], [-1.967580, 4.089863, 3.461464], [-3.078562, 4.332070, 2.650463], [-3.261248, 3.583617, 1.508915], [-2.309518, 2.634681, 1.170303], [-2.372268, 1.780832, 0.064037], [-3.432153, 1.792125, -0.703222], [-3.271993, 0.924480, -1.740829], [-4.327146, 0.722013, -2.641134], [-4.170897, -0.157050, -3.677482], [-2.968514, -0.866195, -3.816000], [-1.970001, -0.646063, -2.908388], [-2.093658, 0.238346, -1.895378], [4.133112, -0.037680, 4.025021], [2.468133, -1.704052, 3.234177], [0.436291, -0.935947, 2.038948], [1.723519, 3.112913, 2.394324], [3.744180, 2.370038, 3.597869], [-0.159019, 2.972355, 3.761625], [-1.849316, 4.651359, 4.382682], [-3.790720, 5.101711, 2.919082], [-4.122868, 3.718612, 0.865986], [-5.240917, 1.278832, -2.479098], [-4.976020, -0.309182, -4.385809], [-2.818210, -1.573376, -4.619678], [-1.021869, -1.163219, -2.960135], [-0.706353, 3.279059, -2.511676], [-0.770180, 5.077932, -1.431752], [-1.428006, 6.207638, -1.836654], [-1.296614, 7.302218, -0.928954], [-0.552683, 6.983826, 0.163912], [0.006012, 5.368699, 0.074753], [-1.997718, 6.250319, -2.760203], [-1.744666, 8.276005, -1.084903], [-0.292245, 7.604549, 1.012046], [1.970547, -5.474774, 0.089725], [0.055030, -5.770258, -0.120944], [-0.755333, -6.074294, 1.626280], [-0.232551, -7.308134, -1.294725], [-0.800146, -4.235139, -0.991787], [-0.883650, -2.627592, 0.118050], [-2.714591, -2.847560, 0.732371], [2.408037, -6.354383, 0.567523], [2.175538, -4.599795, 0.710668], [2.453438, -5.335206, -0.880539], [-0.209513, -6.859286, 2.155620], [-1.798694, -6.385778, 1.527312], [-0.713704, -5.159436, 2.224904], [0.285969, -8.187292, -0.901635], [0.157340, -7.099806, -2.294751], [-1.296438, -7.543013, -1.377757], [-1.823656, -4.486468, -1.276720], [-0.255817, -3.976912, -1.901875], [-2.834201, -3.816254, 1.212344], [-3.402701, -2.749577, -0.104610], [-2.904088, -2.056801, 1.455626], [2.123929, -2.184950, -1.328989], [2.954669, -0.954495, -1.123844], [4.330648, -1.052698, -1.074304], [5.126150, 0.074074, -0.914059], [4.524353, 1.324089, -0.857152], [3.148683, 1.481592, -0.912240], [2.561840, 2.857501, -0.996422], [2.322822, 0.319114, -0.970135], [0.967113, 0.354450, -0.931389], [2.736820, -3.000930, -1.715805], [1.303962, -1.992392, -2.028040], [1.685983, -2.513376, -0.389889], [4.789968, -2.032270, -1.173221], [6.203894, -0.020472, -0.875582], [5.139350, 2.216249, -0.783318], [3.290396, 3.609871, -0.687022], [1.673288, 2.950381, -0.386053], [2.260055, 3.078862, -2.021877]],
  "forces_ev_per_a": [[0.880, 0.080, 1.001], [-0.008, -0.043, 0.023], [-0.028, 0.033, -0.018], [0.048, 0.085, -0.036], [-0.192, 0.233, -0.108], [0.161, 0.078, -0.060], [-0.038, 0.071, -0.051], [-0.034, 0.026, -0.157], [0.275, -0.252, 0.088], [0.053, -0.083, -0.042], [0.008, 0.007, 0.032], [0.066, 0.101, 0.156], [-0.211, -0.036, -0.184], [0.233, -0.217, 0.008], [-0.460, 0.319, -0.468], [0.062, -0.167, 0.172], [0.102, -0.314, -0.223], [-0.120, 0.119, 0.082], [-0.040, -0.084, -0.099], [-0.107, -0.003, -0.054], [0.093, 0.155, 0.127], [-0.302, 0.222, -0.178], [-0.077, 0.024, -0.069], [-0.035, 0.106, -0.028], [-0.052, -0.130, -0.037], [0.011, -0.037, -0.039], [-0.066, -0.046, -0.018], [-0.055, 0.069, -0.003], [0.014, -0.048, -0.080], [0.005, -0.060, 0.005], [0.077, -0.013, 0.041], [0.066, -0.025, -0.050], [0.027, -0.004, 0.031], [-0.014, 0.024, 0.021], [0.032, 0.032, 0.028], [0.043, -0.047, -0.009], [-0.129, 0.072, 0.064], [-0.138, 0.137, -0.045], [-0.060, -0.071, -0.130], [0.080, 0.040, 0.079], [0.096, -0.230, 0.030], [0.076, 0.015, 0.164], [0.032, -0.086, 0.002], [-0.078, -0.078, -0.140], [0.071, 0.038, -0.017], [-0.020, -0.104, 0.008], [-0.066, 0.026, 0.088], [0.045, -0.108, -0.013], [-0.043, 0.064, -0.103], [-0.196, 0.054, 0.143], [0.056, -0.017, -0.003], [0.019, 0.072, -0.008], [-0.004, -0.083, -0.033], [-0.028, -0.011, 0.089], [-0.067, 0.059, -0.020], [0.088, 0.024, 0.029], [-0.009, -0.106, -0.050], [-0.069, 0.063, -0.063], [-0.042, -0.039, 0.076], [0.081, 0.011, -0.005], [0.030, 0.058, -0.037], [-0.041, 0.009, 0.005], [-0.009, 0.008, 0.015], [-0.010, 0.001, -0.006], [-0.014, 0.000, -0.002], [0.044, 0.051, -0.169], [-0.250, 0.128, 0.069], [0.113, -0.039, 0.004], [-0.075, 0.042, -0.035], [0.068, -0.002, -0.011], [-0.238, 0.002, -0.005], [0.284, -0.032, 0.081], [0.058, -0.276, -0.208], [0.315, 0.148, -0.138], [-0.028, 0.051, 0.013], [0.052, -0.014, 0.065], [-0.059, -0.052, 0.138], [-0.040, 0.077, 0.004], [-0.020, 0.023, 0.024], [-0.047, -0.074, -0.014], [-0.037, -0.066, 0.029], [-0.196, 0.051, 0.173], [-0.005, -0.011, 0.057]]
}